Below is a 12-piece molecular cluster, C25H77N3O12 overall, with properties calculated with ωB97M-V/def2-TZVPD.

Results
SMILES = COC[C@H](C)N.COC[C@H](C)N.COC[C@H](C)N.CCO.CCO.CCO.CCO.CO.CO.CO.CO.CO
lowest unoccupied orbital energy = 0.256 eV
HOMO-LUMO gap = 9.43 eV
charge = 0
energy relative to the best compared isomer or geometry (same formula, charge and spin) = 0.0 kJ/mol

```
117
C25H77N3O12, DFT ωB97M-V/def2-TZVPD
C 4.6283 4.9478 -5.2561
O 5.5578 5.7362 -5.9746
C 6.5390 6.3041 -5.1370
C 7.6219 7.0567 -5.9518
C 8.5286 6.0839 -6.7468
N 8.5347 7.8080 -5.0563
H 5.1105 4.2525 -4.5690
H 3.9637 4.3563 -5.8859
H 3.9456 5.5752 -4.6830
H 5.8965 6.9447 -4.5329
H 6.8906 5.5056 -4.4837
H 7.1526 7.7238 -6.6748
H 7.9365 5.2576 -7.1402
H 9.2578 5.6277 -6.0772
H 9.0177 6.6049 -7.5699
H 8.1025 8.6578 -4.7231
H 9.3545 8.1069 -5.5648
C -6.4162 11.3324 1.8389
O -6.0374 9.9320 1.8286
C -6.5570 9.2195 0.7212
C -6.0710 7.8127 0.5260
C -4.5202 7.7247 0.4225
N -6.5845 7.1982 -0.7302
H -6.0282 11.8504 0.9618
H -6.1368 11.8548 2.7539
H -7.5035 11.4033 1.8671
H -7.6350 9.1897 0.8802
H -6.3188 9.8120 -0.1621
H -6.4291 7.2588 1.3938
H -4.1788 8.1436 -0.5241
H -4.1203 6.7116 0.4649
H -4.1061 8.2944 1.2545
H -7.5902 7.2654 -0.6653
H -6.3787 7.7518 -1.5495
C 2.0672 -8.3252 1.4360
O 2.4733 -8.9902 2.6643
C 2.0815 -10.3872 2.7370
C 2.6082 -10.8868 4.0939
C 2.3973 -12.3710 4.3435
N 1.9198 -10.1918 5.1812
H 2.5101 -7.3294 1.4482
H 0.9873 -8.3140 1.2883
H 2.4277 -8.9233 0.5990
H 1.0066 -10.5629 2.6950
H 2.5454 -10.9652 1.9378
H 3.6620 -10.6187 4.1707
H 2.4134 -12.5885 5.4114
H 3.2149 -12.8673 3.8207
H 1.3884 -12.6401 4.0308
H 1.9009 -9.2295 4.8750
H 2.5131 -10.2210 5.9981
C 0.3334 3.1880 4.9455
C 1.5639 2.4869 5.4498
O 1.0283 1.4850 6.3659
H -0.4208 2.5556 4.4770
H 0.5642 3.8980 4.1513
H -0.2492 3.6113 5.7637
H 2.2916 3.1812 5.8699
H 2.1552 2.1343 4.6048
H 1.0369 1.8364 7.2592
C 2.1992 -3.9179 4.9772
C 0.7234 -4.1510 4.8729
O 0.0689 -2.9863 4.4095
H 2.3847 -3.2064 5.7819
H 2.6274 -3.3995 4.1194
H 2.7652 -4.8436 5.0821
H 0.3486 -4.4766 5.8433
H 0.4407 -4.9632 4.2032
H 0.4606 -2.3067 4.9631
C -5.3602 -4.9470 5.8522
C -4.9361 -5.6156 4.6173
O -4.7055 -4.5524 3.6476
H -5.6877 -5.6671 6.6021
H -6.2562 -4.3626 5.6431
H -4.5033 -4.3531 6.1703
H -5.6619 -6.3385 4.2448
H -3.9873 -6.1325 4.7606
H -3.9261 -4.0297 3.8500
C 0.0228 1.2489 -0.8726
C -0.7680 -0.0345 -0.8157
O 0.1742 -1.0646 -0.3918
H 0.2539 1.6051 0.1313
H -0.6612 1.9873 -1.2909
H 0.7867 1.1902 -1.6479
H -1.2628 -0.2469 -1.7634
H -1.5152 0.0803 -0.0304
H 0.0441 -1.1241 0.5574
C -3.2415 2.1629 -6.6224
O -3.0182 0.9016 -7.2941
H -3.0142 2.9632 -7.3266
H -4.2812 2.3784 -6.3760
H -2.7015 2.2562 -5.6803
H -2.1699 1.0062 -7.7311
C -6.9303 0.9632 -2.2313
O -5.9767 1.8309 -1.6540
H -7.2356 1.2321 -3.2425
H -6.4870 -0.0322 -2.2601
H -7.8764 1.0477 -1.6967
H -6.2882 2.7370 -1.7132
C 2.8787 -2.7772 -6.1222
O 3.1720 -2.5278 -7.4910
H 2.6024 -1.8618 -5.5990
H 2.0781 -3.5164 -6.0977
H 3.7467 -3.2192 -5.6329
H 3.8140 -3.1767 -7.7882
C -3.1061 -5.6818 -2.0079
O -3.6420 -6.4086 -0.8991
H -3.7963 -4.8790 -2.2670
H -2.1639 -5.1801 -1.7875
H -3.0020 -6.3634 -2.8521
H -3.8609 -5.6980 -0.2919
C 5.4452 0.0269 -0.1583
O 6.7645 -0.4777 -0.1887
H 4.8718 -0.3614 0.6834
H 5.3283 1.1098 -0.1169
H 4.9467 -0.1733 -1.1067
H 7.2275 0.0571 -0.8376
```